[1]
{"formula": "C19H45LiN2O9", "method": "ωB97M-V/def2-TZVPD", "homo_lumo_gap_ha": 0.108, "elements": ["Li", "C", "O", "H", "H", "H", "C", "C", "N", "C", "C", "C", "C", "C", "O", "C", "H", "H", "H", "H", "H", "H", "H", "H", "H", "H", "H", "H", "H", "H", "H", "H", "H", "H", "H", "H", "C", "C", "N", "C", "C", "C", "C", "C", "O", "C", "H", "H", "H", "H", "H", "H", "H", "H", "H", "H", "H", "H", "H", "H", "H", "H", "H", "H", "H", "H", "O", "C", "O", "O", "H", "O", "C", "O", "O", "H"], "coordinates": [[-1.645, 0.457, -1.471], [-2.829, -5.510, -2.766], [-2.401, -4.268, -2.297], [-3.411, -6.090, -2.049], [-3.504, -5.495, -3.621], [-1.945, -6.143, -2.847], [-7.666, -5.350, 7.219], [-6.661, -4.795, 6.146], [-5.460, -4.086, 6.695], [-5.892, -3.031, 7.812], [-4.448, -5.149, 7.351], [-3.125, -4.496, 7.838], [-4.639, -3.374, 5.542], [-5.534, -2.599, 4.489], [-6.495, -1.957, 5.227], [-7.451, -1.308, 4.450], [-8.463, -5.825, 6.648], [-8.159, -4.621, 7.863], [-7.230, -6.174, 7.783], [-7.164, -4.141, 5.434], [-6.275, -5.530, 5.439], [-6.827, -2.627, 7.423], [-5.022, -2.374, 7.804], [-5.885, -3.480, 8.805], [-4.360, -5.883, 6.549], [-4.988, -5.617, 8.174], [-2.550, -4.007, 7.051], [-2.484, -5.215, 8.348], [-3.338, -3.774, 8.626], [-3.985, -4.001, 4.936], [-4.069, -2.607, 6.067], [-5.977, -3.354, 3.840], [-5.009, -1.910, 3.827], [-7.032, -0.422, 3.973], [-8.391, -1.164, 4.983], [-7.602, -1.796, 3.487], [5.966, 4.991, -3.489], [6.398, 3.766, -4.289], [6.861, 4.020, -5.766], [5.772, 4.969, -6.457], [8.119, 4.890, -5.594], [8.718, 5.323, -6.899], [7.092, 2.824, -6.778], [6.139, 1.593, -6.744], [4.851, 2.221, -6.807], [3.796, 1.545, -6.116], [6.730, 5.768, -3.464], [5.817, 4.526, -2.514], [4.993, 5.279, -3.887], [5.640, 2.985, -4.238], [7.209, 3.177, -3.859], [5.823, 5.939, -5.962], [4.822, 4.446, -6.341], [5.987, 5.165, -7.507], [8.803, 4.389, -4.910], [7.842, 5.794, -5.051], [9.641, 5.890, -6.775], [8.165, 5.886, -7.651], [9.071, 4.427, -7.409], [8.088, 2.389, -6.697], [7.037, 3.257, -7.777], [6.369, 1.095, -5.802], [6.303, 0.939, -7.601], [2.879, 2.055, -6.409], [3.843, 1.585, -5.027], [3.659, 0.554, -6.547], [-4.164, 5.829, -3.143], [-3.557, 4.540, -3.068], [-2.319, 4.420, -3.271], [-4.181, 3.542, -2.658], [-4.987, 5.583, -2.716], [3.918, 0.527, 2.610], [2.643, 0.511, 2.736], [2.212, 0.038, 3.779], [1.917, 0.830, 1.807], [3.999, 0.212, 3.513]], "atomic_forces_ev_per_a": [[-0.133, 0.123, -0.107], [0.864, 1.555, 1.551], [-0.626, -0.258, -0.278], [-0.688, -0.276, 0.875], [0.186, -0.031, -0.944], [0.289, -0.655, -1.064], [0.701, -0.432, -1.335], [-0.645, -0.094, 0.119], [1.277, 0.056, 0.672], [1.478, -1.064, -1.779], [-0.409, 1.194, -0.565], [-0.825, -0.148, 0.029], [-1.093, 1.839, -0.382], [0.537, -1.786, 0.951], [-0.787, 0.412, 1.079], [0.027, 0.601, -1.807], [-0.069, 0.065, -0.094], [0.436, 0.130, -0.075], [0.081, 0.261, 0.271], [-0.138, 0.456, 0.660], [0.044, -0.672, 0.535], [0.382, 0.300, 0.561], [-0.661, 0.594, 0.026], [-0.538, -0.389, -0.323], [0.430, 0.018, 0.117], [-0.028, 0.174, -0.037], [-0.087, -0.186, 0.045], [-0.130, -0.326, -0.348], [-0.104, 0.207, -0.126], [-0.069, -0.639, 0.713], [0.224, -0.325, -0.084], [-0.255, -0.116, -0.322], [0.704, -0.048, 0.248], [-0.058, 0.968, 0.937], [0.336, 0.142, -0.018], [-0.649, -1.155, 0.191], [0.081, -1.406, -0.657], [0.565, -1.582, -0.903], [-1.089, 1.428, -0.765], [0.727, -0.715, 0.838], [-0.632, 0.595, -0.206], [1.487, -0.938, -1.047], [0.251, -0.670, -0.119], [-0.443, 2.792, 0.962], [0.262, -0.839, 0.692], [-0.784, 0.139, -1.201], [-0.460, 0.032, 0.234], [-0.065, 0.578, 0.290], [0.179, 0.566, 0.334], [-0.589, 0.416, -0.720], [0.576, 0.621, 0.185], [-0.185, -0.280, 0.231], [0.166, 0.311, -0.070], [0.213, -0.561, 0.143], [0.139, -0.386, -0.481], [-0.454, -0.250, -0.014], [-0.088, 0.115, 0.517], [-0.637, -0.004, 0.580], [0.037, -0.025, -0.269], [0.298, 0.546, 0.513], [-0.078, 0.280, 0.281], [-0.599, -0.464, 0.069], [0.223, 0.008, 0.034], [0.055, 0.258, 0.113], [0.453, -0.259, 0.005], [0.266, -0.341, 0.531], [0.438, -1.805, 0.068], [3.346, -1.543, 0.821], [-0.447, 1.864, -0.847], [-2.439, 0.647, 0.142], [-0.611, 0.386, -0.007], [4.485, 0.529, -0.287], [-5.174, -0.481, -1.651], [-0.420, -1.056, 3.667], [-0.766, 1.406, -2.686], [1.706, -0.408, 0.789]]}



[2]
{"formula": "C63H80ClF4I2N2O4S", "method": "ωB97M-V/def2-TZVPD", "total_charge": 1, "e_above_lowest_kj_mol": 0.00, "homo_lumo_gap_ha": 0.258, "elements": ["C", "C", "C", "C", "C", "C", "C", "C", "C", "C", "C", "C", "C", "C", "C", "C", "C", "C", "Cl", "C", "C", "O", "N", "C", "O", "F", "C", "S", "O", "O", "C", "F", "F", "F", "C", "N", "C", "I", "C", "C", "I", "H", "H", "H", "H", "H", "H", "H", "H", "H", "H", "H", "H", "H", "H", "H", "H", "H", "H", "H", "H", "H", "H", "H", "H", "H", "H", "H", "H", "H", "H", "H", "H", "H", "H", "H", "H", "H", "H", "H", "H", "H", "H", "H", "H", "C", "C", "C", "C", "C", "C", "H", "H", "H", "H", "H", "H", "C", "C", "C", "C", "C", "C", "H", "H", "H", "H", "H", "H", "C", "C", "C", "C", "C", "C", "H", "H", "H", "H", "H", "H", "C", "C", "C", "C", "C", "C", "H", "H", "H", "H", "H", "H", "C", "C", "C", "C", "C", "C", "H", "H", "H", "H", "H", "H", "C", "C", "C", "C", "C", "C", "H", "H", "H", "H", "H", "H"], "coordinates": [[-5.902, -0.188, 3.888], [-6.033, 1.094, 4.732], [-4.737, 1.445, 5.468], [-3.515, 1.468, 4.539], [-2.475, 2.470, 5.068], [-2.865, 3.911, 4.649], [-1.779, 4.508, 3.738], [-1.836, 3.849, 2.368], [-0.741, 4.422, 1.427], [0.087, 3.310, 0.748], [0.384, 3.663, -0.712], [1.163, 2.538, -1.389], [0.288, 1.326, -1.674], [0.859, 0.385, -2.741], [-0.205, -0.136, -3.727], [-0.026, -1.623, -4.077], [-1.129, -2.471, -3.429], [-2.182, -2.917, -4.452], [-3.802, -2.721, -3.706], [-1.939, -4.299, -5.119], [-3.226, -4.969, -5.584], [-4.052, -5.410, -4.835], [-3.377, -5.072, -7.048], [-3.787, -6.379, -7.408], [-4.898, -6.719, -7.777], [-2.755, -7.216, -7.330], [-0.961, -5.288, -4.428], [-1.624, -6.759, -3.592], [-2.424, -7.578, -4.435], [-0.464, -7.450, -3.111], [-2.548, -6.306, -2.033], [-1.637, -6.056, -1.086], [-3.238, -7.380, -1.686], [-3.367, -5.272, -2.178], [0.027, -4.615, -3.478], [-0.607, -3.602, -2.598], [0.292, -3.138, -1.511], [2.389, -3.301, -1.740], [-0.192, -2.641, -0.378], [0.672, -2.191, 0.761], [-2.265, -2.476, -0.062], [-5.060, -0.761, 4.258], [-5.722, 0.063, 2.852], [-6.806, -0.774, 3.971], [-6.808, 0.975, 5.481], [-6.286, 1.946, 4.112], [-4.834, 2.436, 5.899], [-4.510, 0.742, 6.264], [-3.821, 1.751, 3.535], [-3.082, 0.475, 4.448], [-1.513, 2.230, 4.633], [-2.465, 2.389, 6.149], [-3.819, 3.895, 4.132], [-2.983, 4.531, 5.532], [-0.831, 4.342, 4.235], [-1.994, 5.564, 3.603], [-1.698, 2.776, 2.452], [-2.799, 4.057, 1.914], [-0.087, 5.045, 2.027], [-1.201, 5.030, 0.658], [-0.534, 2.421, 0.736], [1.005, 3.154, 1.303], [0.938, 4.597, -0.732], [-0.571, 3.845, -1.202], [1.622, 2.947, -2.288], [1.977, 2.290, -0.712], [0.150, 0.801, -0.731], [-0.690, 1.705, -1.962], [1.400, -0.415, -2.244], [1.568, 0.976, -3.310], [-1.186, 0.064, -3.301], [-0.145, 0.463, -4.624], [0.974, -1.924, -3.788], [-0.058, -1.697, -5.158], [-1.638, -1.811, -2.748], [-2.147, -2.177, -5.231], [-1.444, -4.043, -6.049], [-4.170, -4.475, -7.265], [-0.331, -5.715, -5.197], [0.524, -5.345, -2.854], [0.798, -4.174, -4.093], [-1.414, -4.005, -2.102], [0.038, -1.958, 1.605], [1.315, -3.007, 1.066], [1.265, -1.338, 0.463], [-2.925, 3.702, -4.912], [-1.572, 3.430, -4.767], [-0.675, 4.463, -4.534], [-1.133, 5.769, -4.436], [-2.487, 6.041, -4.578], [-3.382, 5.009, -4.819], [-3.624, 2.896, -5.097], [-1.215, 2.410, -4.838], [0.381, 4.251, -4.427], [-0.435, 6.575, -4.250], [-2.844, 7.059, -4.501], [-4.437, 5.223, -4.934], [5.707, -3.902, 1.627], [4.676, -3.025, 1.323], [4.396, -1.958, 2.166], [5.155, -1.763, 3.312], [6.188, -2.639, 3.615], [6.462, -3.710, 2.775], [5.923, -4.736, 0.971], [4.088, -3.175, 0.425], [3.589, -1.275, 1.931], [4.941, -0.930, 3.967], [6.780, -2.486, 4.507], [7.265, -4.394, 3.015], [-6.893, -2.340, 10.296], [-6.422, -1.083, 9.945], [-6.088, -0.811, 8.626], [-6.223, -1.794, 7.657], [-6.701, -3.049, 8.007], [-7.033, -3.323, 9.326], [-7.153, -2.553, 11.324], [-6.318, -0.314, 10.699], [-5.717, 0.169, 8.352], [-5.955, -1.575, 6.631], [-6.811, -3.817, 7.252], [-7.400, -4.304, 9.600], [0.690, 7.065, 4.926], [-0.304, 7.973, 4.591], [-0.657, 8.976, 5.483], [-0.009, 9.076, 6.706], [0.988, 8.170, 7.039], [1.335, 7.162, 6.151], [0.964, 6.281, 4.231], [-0.805, 7.899, 3.634], [-1.436, 9.681, 5.225], [-0.281, 9.860, 7.400], [1.494, 8.249, 7.993], [2.110, 6.453, 6.413], [5.530, -4.196, -3.601], [6.152, -3.610, -2.505], [7.477, -3.213, -2.591], [8.179, -3.397, -3.774], [7.557, -3.984, -4.868], [6.232, -4.387, -4.781], [4.495, -4.509, -3.534], [5.605, -3.459, -1.580], [7.964, -2.758, -1.738], [9.212, -3.082, -3.844], [8.106, -4.126, -5.790], [5.749, -4.847, -5.633], [7.489, 2.245, -4.066], [6.877, 1.073, -3.642], [7.138, -0.124, -4.296], [8.018, -0.149, -5.369], [8.632, 1.022, -5.791], [8.365, 2.220, -5.142], [7.283, 3.178, -3.557], [6.195, 1.092, -2.801], [6.657, -1.036, -3.970], [8.225, -1.082, -5.876], [9.319, 1.002, -6.626], [8.840, 3.133, -5.474]], "atomic_forces_ev_per_a": [[-0.144, 0.645, 0.496], [0.561, -0.305, 0.460], [0.209, -0.050, -0.881], [0.101, 0.188, 0.429], [-1.086, 0.080, -0.810], [0.853, -0.237, 0.365], [-1.565, -0.500, 0.037], [0.989, 0.810, -0.259], [-0.073, -1.012, 0.372], [-0.789, 1.036, -0.484], [0.261, -0.360, 0.733], [-0.070, 0.787, 0.152], [0.271, 0.230, 0.055], [-0.483, 0.578, 0.147], [0.479, -0.032, 0.517], [-0.068, 0.324, -0.226], [0.206, 0.777, -0.621], [-0.242, -0.504, 0.780], [-0.006, 0.040, -0.072], [0.243, 0.278, -0.509], [-0.694, -0.769, 0.216], [0.805, 0.425, -0.596], [-0.281, -0.213, 0.678], [-2.903, -0.888, -1.085], [3.248, 0.940, 0.856], [-0.254, 0.187, 0.108], [-0.900, 0.936, 1.018], [1.114, -2.670, -0.716], [-1.054, 0.930, -0.355], [0.537, 0.843, 0.733], [-0.564, -0.793, 0.076], [-0.146, 0.474, -0.046], [0.229, 0.385, -0.166], [0.394, 0.045, 0.229], [-0.041, -0.615, -0.250], [0.452, 0.129, -0.234], [0.478, 0.066, 0.150], [-0.599, -0.033, -0.204], [-0.200, -0.055, -0.087], [-0.653, -0.338, 0.024], [0.168, -0.037, 0.052], [0.099, -0.378, -0.011], [0.063, -0.113, -0.326], [-0.145, -0.269, -0.176], [-0.325, 0.024, 0.013], [-0.254, 0.137, -0.195], [-0.121, 0.175, 0.283], [-0.197, -0.120, 0.306], [-0.009, 0.153, -0.241], [0.065, -0.231, 0.066], [0.432, -0.049, 0.245], [0.411, -0.100, 0.217], [-0.253, 0.092, -0.123], [-0.055, 0.188, 0.136], [0.425, 0.273, -0.094], [0.366, 0.312, 0.120], [-0.145, -0.264, 0.056], [-0.369, -0.220, 0.053], [0.180, 0.329, -0.075], [-0.069, 0.304, -0.117], [0.138, -0.435, 0.216], [0.184, -0.354, 0.076], [0.178, 0.140, -0.147], [-0.081, 0.019, -0.293], [-0.013, -0.240, -0.335], [0.306, -0.241, -0.052], [-0.224, -0.251, 0.099], [-0.210, -0.050, -0.217], [0.126, -0.224, -0.120], [0.428, -0.150, -0.141], [-0.243, -0.149, -0.052], [-0.036, 0.079, -0.291], [0.090, -0.159, 0.077], [-0.053, -0.417, -0.249], [-0.166, -0.038, 0.411], [-0.156, 0.223, -0.270], [0.294, 0.038, -0.139], [-0.102, 0.153, -0.243], [-0.108, -0.679, -0.166], [-0.038, -0.263, 0.091], [0.116, 0.621, 0.115], [-0.058, -0.053, -0.025], [0.072, 0.309, 0.197], [0.342, -0.131, 0.021], [0.212, 0.287, 0.031], [-0.006, -0.031, 0.015], [-0.005, 0.014, 0.021], [0.040, -0.045, 0.041], [0.004, 0.012, 0.015], [-0.004, 0.000, 0.005], [-0.011, 0.002, 0.014], [-0.010, 0.003, -0.009], [-0.002, 0.011, -0.032], [0.008, 0.008, -0.001], [0.004, 0.007, -0.007], [-0.002, 0.008, -0.009], [-0.006, 0.003, 0.002], [-0.008, -0.026, -0.038], [0.025, 0.000, 0.009], [-0.027, -0.013, -0.045], [-0.010, 0.016, 0.019], [-0.001, -0.005, -0.001], [0.013, 0.009, 0.009], [0.007, -0.004, 0.000], [0.096, 0.013, 0.177], [0.015, 0.029, -0.005], [0.002, 0.003, 0.007], [0.002, -0.002, 0.010], [0.009, -0.001, -0.001], [-0.010, -0.006, 0.001], [-0.019, 0.021, 0.010], [0.050, 0.058, 0.020], [-0.008, 0.019, -0.015], [0.035, -0.027, -0.053], [0.001, -0.004, 0.005], [0.000, -0.002, 0.006], [0.009, 0.001, 0.006], [-0.011, 0.013, 0.010], [-0.028, -0.035, -0.019], [-0.004, -0.007, -0.001], [-0.012, -0.002, -0.001], [0.010, -0.003, 0.000], [-0.013, -0.014, -0.017], [-0.005, 0.009, -0.002], [-0.006, 0.002, 0.001], [-0.001, -0.003, 0.019], [0.007, -0.009, -0.006], [0.003, -0.001, -0.008], [-0.003, 0.002, -0.005], [0.004, 0.011, -0.005], [-0.002, 0.003, 0.006], [0.000, -0.002, 0.008], [0.012, 0.005, 0.001], [-0.011, 0.038, 0.041], [-0.127, -0.018, -0.022], [0.079, -0.011, 0.071], [0.003, -0.077, 0.009], [0.023, 0.021, 0.003], [-0.017, 0.047, -0.035], [0.011, -0.079, -0.033], [0.059, -0.017, 0.036], [-0.007, 0.016, 0.002], [0.006, 0.010, 0.004], [0.008, -0.018, -0.001], [0.007, -0.008, -0.004], [-0.008, 0.010, 0.013], [-0.019, 0.002, -0.018], [-0.060, 0.044, -0.011], [0.003, 0.007, -0.010], [0.007, -0.004, -0.011], [0.005, 0.006, 0.000], [0.007, 0.006, 0.005], [-0.002, 0.003, 0.007], [0.000, -0.014, -0.004], [-0.005, -0.008, -0.002], [0.001, 0.004, -0.008], [0.011, 0.003, 0.003]]}



Strongest force on any atom
In order: 0.106; 0.068
Unit: Eh/bohr
LUMO level
In order: -0.0250; -0.1291
Unit: Eh
E_HOMO
In order: -0.133; -0.387
Unit: Ha